Entry 1:
{"formula": "H4N4O", "method": "ωB97M-V/def2-TZVPD", "energy_ha": -296.4603, "homo_ev": -8.94, "smiles": "[H]/N=N/N=O.N", "homo_lumo_gap_ha": 0.31334, "lumo_ev": -0.42, "species": ["N", "N", "N", "N", "O", "H", "H", "H", "H"], "coordinates": [[-0.175, 2.615, 1.796], [-0.675, 0.356, 1.982], [0.241, -0.696, -0.068], [-0.350, 1.475, 1.611], [0.161, 3.638, 1.145], [1.049, -0.052, -0.083], [0.021, -0.309, 1.833], [-0.522, -0.377, -0.682], [0.659, -1.567, -0.465]]}

=====

Entry 2:
{"formula": "C4H7N3", "method": "ωB97M-V/def2-TZVPD", "energy_ha": -320.5849, "spin_multiplicity": 3, "homo_ev": [-6.10, -8.38], "homo_lumo_gap_ha": [0.26139, 0.24086], "lumo_ev": [1.02, -1.82], "species": ["C", "C", "C", "C", "N", "N", "N", "H", "H", "H", "H", "H", "H", "H"], "coordinates": [[1.285, -0.333, -0.103], [0.143, 0.038, -0.095], [2.625, -0.776, -0.010], [-1.319, 1.726, 0.506], [-1.735, -1.601, -0.694], [-2.220, -0.505, -0.589], [-1.017, 0.649, -0.373], [3.170, -0.135, 0.524], [2.563, -1.840, 0.435], [3.034, -0.939, -0.999], [-2.007, 2.473, -0.058], [-1.722, 1.494, 1.501], [-0.451, 2.152, 0.878], [-2.350, -2.403, -0.922]]}

=====

Entry 3:
{"formula": "C57H156N12O15", "method": "ωB97M-V/def2-TZVPD", "energy_ha": -4050.6276, "homo_ev": -8.19, "homo_lumo_gap_ha": 0.32073, "lumo_ev": 0.53, "species": ["C", "C", "C", "O", "C", "N", "H", "H", "H", "H", "H", "H", "H", "H", "H", "H", "H", "C", "C", "C", "O", "C", "N", "H", "H", "H", "H", "H", "H", "H", "H", "H", "H", "H", "C", "C", "C", "O", "C", "N", "H", "H", "H", "H", "H", "H", "H", "H", "H", "H", "H", "C", "C", "C", "O", "C", "N", "H", "H", "H", "H", "H", "H", "H", "H", "H", "H", "H", "C", "C", "C", "O", "C", "N", "H", "H", "H", "H", "H", "H", "H", "H", "H", "H", "H", "C", "C", "C", "O", "C", "N", "H", "H", "H", "H", "H", "H", "H", "H", "H", "H", "H", "C", "C", "C", "O", "C", "N", "H", "H", "H", "H", "H", "H", "H", "H", "H", "H", "H", "C", "C", "C", "O", "C", "N", "H", "H", "H", "H", "H", "H", "H", "H", "H", "H", "H", "C", "C", "C", "O", "C", "N", "H", "H", "H", "H", "H", "H", "H", "H", "H", "H", "H", "C", "C", "C", "O", "C", "N", "H", "H", "H", "H", "H", "H", "H", "H", "H", "H", "H", "C", "C", "C", "O", "C", "N", "H", "H", "H", "H", "H", "H", "H", "H", "H", "H", "H", "C", "C", "C", "O", "C", "N", "H", "H", "H", "H", "H", "H", "H", "H", "H", "H", "H", "C", "C", "C", "O", "H", "H", "H", "H", "H", "H", "H", "H", "C", "C", "C", "O", "H", "H", "H", "H", "H", "H", "H", "H", "C", "C", "C", "O", "H", "H", "H", "H", "H", "H", "H", "H"], "coordinates": [[5.803, 3.501, -1.010], [4.476, 3.112, -0.279], [4.184, 4.055, 0.936], [5.221, 3.967, 1.891], [4.929, 4.536, 3.169], [3.472, 3.190, -1.333], [6.511, 3.490, -0.182], [5.782, 4.447, -1.551], [6.073, 2.817, -1.815], [4.532, 2.077, 0.057], [3.267, 3.672, 1.384], [4.105, 5.109, 0.669], [4.255, 3.991, 3.830], [4.505, 5.540, 3.172], [5.961, 4.640, 3.502], [3.695, 2.874, -2.266], [2.767, 2.543, -1.009], [4.945, -0.589, -2.914], [5.222, -0.159, -4.322], [5.409, 1.328, -4.579], [4.391, 2.172, -4.027], [4.519, 3.417, -4.678], [6.250, -1.008, -4.824], [4.112, -0.001, -2.530], [5.764, -0.353, -2.235], [4.781, -1.666, -2.895], [4.319, -0.487, -4.836], [5.396, 1.426, -5.665], [6.397, 1.557, -4.180], [3.975, 4.178, -4.118], [4.207, 3.270, -5.712], [5.541, 3.793, -4.705], [7.100, -0.598, -4.464], [6.159, -1.889, -4.340], [1.028, 2.689, -4.280], [0.869, 1.239, -4.579], [1.099, 0.805, -6.057], [0.210, 1.353, -7.046], [-1.095, 0.838, -6.982], [1.741, 0.475, -3.707], [0.329, 3.293, -4.859], [2.036, 3.030, -4.519], [0.792, 2.842, -3.227], [-0.170, 1.070, -4.295], [1.026, -0.272, -6.203], [2.101, 1.082, -6.383], [-1.033, -0.227, -7.202], [-1.650, 1.396, -7.737], [-1.435, 1.042, -5.967], [1.540, 0.687, -2.740], [2.660, 0.864, -3.862], [-0.466, 4.498, 4.303], [-0.018, 3.218, 3.602], [0.943, 2.346, 4.478], [0.168, 1.822, 5.533], [0.900, 0.977, 6.372], [-1.220, 2.513, 3.208], [-1.134, 4.242, 5.125], [-0.988, 5.215, 3.669], [0.343, 5.068, 4.761], [0.523, 3.462, 2.688], [1.799, 2.964, 4.748], [1.299, 1.465, 3.943], [0.121, 0.516, 6.980], [1.483, 1.536, 7.105], [1.507, 0.229, 5.863], [-1.564, 2.297, 4.133], [-1.072, 1.624, 2.752], [-2.060, -0.539, 5.027], [-1.645, -0.811, 3.584], [-1.407, -2.349, 3.275], [-0.197, -2.808, 3.769], [1.021, -2.326, 3.251], [-2.748, -0.361, 2.730], [-2.954, -1.098, 5.302], [-2.339, 0.510, 5.129], [-1.315, -0.856, 5.757], [-0.734, -0.282, 3.303], [-1.493, -2.542, 2.205], [-2.222, -2.929, 3.707], [1.860, -2.925, 3.606], [1.325, -1.351, 3.632], [1.040, -2.284, 2.162], [-3.096, 0.500, 3.128], [-3.582, -0.914, 2.872], [4.911, -5.573, 0.829], [4.571, -4.490, 1.808], [5.340, -3.145, 1.534], [6.690, -3.426, 1.684], [7.531, -2.447, 1.106], [3.112, -4.288, 1.655], [5.831, -6.055, 1.160], [4.904, -5.221, -0.202], [4.205, -6.392, 0.961], [4.656, -4.850, 2.833], [5.046, -2.358, 2.229], [5.054, -2.720, 0.572], [7.377, -1.441, 1.496], [7.346, -2.382, 0.034], [8.557, -2.786, 1.249], [2.689, -4.953, 2.286], [2.918, -4.613, 0.718], [-2.489, -3.252, -7.744], [-0.962, -3.400, -7.295], [-0.846, -4.052, -5.914], [-1.503, -3.378, -4.848], [-0.973, -2.106, -4.478], [-0.380, -4.334, -8.271], [-2.544, -2.949, -8.789], [-2.939, -2.487, -7.111], [-3.034, -4.193, -7.672], [-0.486, -2.421, -7.242], [0.198, -4.209, -5.641], [-1.387, -4.996, -5.983], [0.095, -2.160, -4.269], [-1.374, -1.855, -3.496], [-1.201, -1.275, -5.146], [-0.390, -3.876, -9.171], [0.596, -4.469, -8.050], [-7.050, 0.214, 5.153], [-5.605, 0.609, 5.385], [-5.144, 1.869, 4.622], [-5.005, 1.613, 3.179], [-4.597, 2.816, 2.521], [-5.467, 0.743, 6.795], [-7.195, 0.054, 4.085], [-7.791, 0.876, 5.601], [-7.094, -0.782, 5.596], [-4.922, -0.209, 5.153], [-4.214, 2.291, 5.005], [-5.843, 2.686, 4.802], [-3.756, 3.307, 3.011], [-5.400, 3.553, 2.509], [-4.221, 2.674, 1.507], [-5.897, 1.630, 7.014], [-6.151, 0.089, 7.148], [4.554, 0.396, 2.638], [5.513, 0.935, 3.743], [6.292, -0.215, 4.425], [5.235, -1.002, 4.942], [5.495, -2.350, 5.347], [6.506, 1.801, 3.048], [3.854, -0.274, 3.136], [5.043, -0.070, 1.782], [3.939, 1.183, 2.203], [4.987, 1.493, 4.517], [6.955, 0.190, 5.189], [6.953, -0.751, 3.744], [6.123, -2.347, 6.238], [6.047, -2.827, 4.536], [4.541, -2.789, 5.636], [7.115, 2.279, 3.696], [6.162, 2.602, 2.539], [-5.393, -0.164, -0.121], [-6.746, -0.402, 0.594], [-6.748, -1.563, 1.624], [-5.529, -1.545, 2.356], [-5.560, -2.515, 3.401], [-6.978, 0.915, 1.172], [-5.175, -1.007, -0.776], [-4.589, -0.066, 0.609], [-5.403, 0.740, -0.731], [-7.503, -0.617, -0.160], [-6.830, -2.487, 1.050], [-7.643, -1.591, 2.245], [-6.468, -2.394, 3.993], [-4.735, -2.421, 4.106], [-5.491, -3.485, 2.908], [-7.895, 0.784, 1.576], [-6.385, 1.002, 1.984], [-2.341, 3.097, -3.058], [-3.813, 2.768, -2.714], [-4.330, 1.432, -3.223], [-4.110, 1.400, -4.684], [-4.821, 0.307, -5.183], [-4.110, 2.939, -1.286], [-2.028, 4.107, -2.793], [-2.093, 2.894, -4.100], [-1.686, 2.485, -2.439], [-4.317, 3.532, -3.307], [-5.394, 1.370, -2.996], [-3.858, 0.602, -2.696], [-5.897, 0.288, -5.009], [-4.352, -0.653, -4.968], [-4.789, 0.462, -6.262], [-4.039, 3.884, -0.937], [-3.419, 2.456, -0.729], [-0.956, -0.402, -1.053], [-0.561, 0.594, 0.044], [0.641, 1.464, -0.316], [1.735, 0.759, -0.771], [2.233, -0.160, 0.227], [-1.724, 1.460, 0.292], [-1.526, -1.287, -0.770], [0.011, -0.817, -1.338], [-1.360, 0.161, -1.894], [-0.427, 0.052, 0.980], [0.923, 2.043, 0.563], [0.350, 2.221, -1.045], [2.155, 0.214, 1.248], [3.282, -0.372, 0.022], [1.609, -1.048, 0.118], [-2.465, 0.925, 0.723], [-1.508, 2.083, 1.057], [-4.611, -5.560, 1.337], [-4.140, -5.120, -0.072], [-3.421, -3.769, -0.139], [-3.296, -6.068, -0.753], [-4.542, -6.647, 1.341], [-5.603, -5.245, 1.661], [-3.917, -5.273, 2.127], [-5.022, -5.103, -0.711], [-3.955, -2.984, 0.397], [-3.309, -3.476, -1.183], [-2.387, -3.873, 0.190], [-3.260, -5.728, -1.650], [2.105, -3.569, -2.236], [1.277, -4.487, -1.285], [0.074, -5.129, -2.007], [2.155, -5.498, -0.807], [2.185, -4.007, -3.231], [3.119, -3.324, -1.919], [1.465, -2.687, -2.258], [0.799, -3.928, -0.481], [0.374, -5.959, -2.645], [-0.481, -4.384, -2.577], [-0.631, -5.572, -1.304], [2.248, -6.127, -1.526], [-3.340, 6.303, 1.205], [-2.442, 5.989, 0.022], [-1.503, 4.796, 0.328], [-3.172, 5.587, -1.071], [-3.766, 7.290, 1.028], [-2.737, 6.265, 2.112], [-4.115, 5.545, 1.321], [-1.855, 6.878, -0.206], [-2.109, 3.950, 0.651], [-0.824, 5.090, 1.128], [-0.922, 4.454, -0.529], [-3.630, 6.407, -1.272]]}

=====

Entry 4:
{"formula": "C4H11NO2", "method": "ωB97M-V/def2-TZVPD", "energy_ha": -364.1600, "homo_ev": -9.20, "smiles": "C[C@@H](N)CC=O.O", "homo_lumo_gap_ha": 0.36616, "lumo_ev": 0.76, "species": ["C", "C", "C", "C", "O", "N", "H", "H", "H", "H", "H", "H", "H", "H", "H", "H", "H", "O"], "coordinates": [[-1.221, -0.399, 1.994], [-0.020, -0.234, 1.148], [0.041, 0.987, 0.301], [1.294, 0.970, -0.525], [1.831, 2.004, -0.712], [0.235, -1.442, 0.296], [-2.101, 0.130, 1.589], [-1.089, -0.446, 3.053], [-1.680, -1.497, 2.103], [0.904, -0.209, 1.710], [-0.183, 1.946, 0.779], [-0.829, 1.134, -0.286], [1.716, 0.033, -1.072], [0.578, -2.386, 0.808], [-0.684, -1.623, -0.162], [1.121, 0.550, -3.977], [-0.085, -0.003, -3.132], [0.173, 0.486, -3.914]]}

=====

Entry 5:
{"formula": "H80O40", "method": "ωB97M-V/def2-TZVPD", "energy_ha": -3057.1702, "homo_ev": -10.55, "homo_lumo_gap_ha": 0.34463, "lumo_ev": -1.17, "species": ["H", "H", "O", "H", "H", "O", "H", "H", "O", "H", "H", "O", "H", "H", "O", "H", "O", "H", "O", "H", "H", "O", "H", "H", "O", "H", "H", "O", "H", "H", "O", "H", "O", "H", "H", "O", "H", "H", "O", "H", "H", "O", "H", "H", "O", "H", "H", "O", "H", "H", "O", "H", "O", "H", "H", "O", "H", "O", "H", "H", "O", "H", "H", "O", "H", "H", "O", "H", "H", "O", "H", "H", "O", "H", "H", "O", "H", "H", "O", "H", "H", "O", "H", "H", "O", "H", "H", "O", "H", "O", "H", "H", "O", "H", "H", "H", "H", "H", "H", "O", "H", "H", "O", "H", "H", "O", "H", "H", "O", "H", "H", "O", "H", "H", "O", "H", "H", "O", "H", "H"], "coordinates": [[-3.859, -0.417, 3.871], [-3.347, -1.018, 5.057], [-3.751, -1.319, 4.196], [3.121, 3.856, 2.220], [1.689, 4.514, 1.757], [2.239, 4.056, 2.497], [-0.981, -2.195, -1.551], [-1.711, -1.600, -0.479], [-0.790, -2.067, -0.561], [-1.511, 1.850, 1.393], [-1.126, 1.422, 2.725], [-1.531, 0.995, 1.852], [-0.582, 6.201, 1.993], [0.343, 5.810, 0.582], [0.034, 6.528, 1.202], [2.546, -1.247, 0.320], [2.974, -0.371, 0.063], [-0.666, -1.491, 6.282], [-1.225, -2.241, 6.454], [1.993, -0.412, -4.204], [1.176, 0.092, -3.063], [1.957, 0.410, -3.634], [1.858, 0.860, 4.860], [1.027, 1.411, 5.992], [1.029, 1.053, 5.118], [-2.710, -0.765, -2.999], [-2.635, -2.171, -3.706], [-2.467, -1.623, -2.932], [-4.967, 0.159, -3.339], [-5.506, 0.840, -1.902], [-4.985, 0.071, -2.330], [-2.057, 4.145, -3.929], [-2.937, 3.917, -3.596], [2.719, -2.481, 3.164], [3.649, -3.534, 3.865], [3.246, -2.741, 3.879], [-0.583, -0.400, 4.394], [-1.146, -1.824, 4.047], [-0.313, -1.383, 4.244], [0.530, -2.434, 3.137], [0.835, -2.022, 1.620], [1.051, -2.689, 2.307], [3.222, -2.940, -2.536], [2.867, -1.471, -3.087], [2.837, -2.482, -3.272], [-1.026, 2.036, -1.319], [-2.195, 2.627, -1.418], [-1.354, 2.904, -1.331], [-0.646, 0.962, 5.453], [-1.661, 0.750, 6.592], [-1.583, 0.825, 5.694], [-4.447, -1.939, 1.172], [-4.755, -1.087, 1.130], [4.010, 2.755, -0.107], [3.112, 3.999, -0.886], [3.690, 3.769, -0.170], [6.163, 1.370, -2.047], [5.424, 1.231, -1.412], [4.499, 2.107, -4.694], [4.918, 1.141, -3.545], [5.073, 1.521, -4.363], [3.976, -4.856, -1.786], [4.649, -3.772, -0.871], [4.787, -4.434, -1.554], [0.735, -4.492, -2.272], [0.026, -4.818, -3.583], [0.374, -5.226, -2.843], [-3.040, 2.871, 3.047], [-4.643, 2.270, 2.731], [-3.647, 2.377, 2.400], [0.968, 1.363, -5.430], [-0.147, 1.227, -6.078], [0.303, 0.744, -5.523], [-3.430, -0.613, -1.273], [-3.620, -0.481, 0.144], [-2.862, -0.378, -0.521], [3.997, -4.378, 0.860], [2.379, -4.664, 0.476], [3.242, -5.033, 0.590], [2.051, 3.133, -3.204], [0.689, 2.760, -3.599], [1.573, 2.918, -3.927], [-3.929, 1.023, -1.652], [-4.237, 1.954, -0.343], [-3.716, 1.975, -1.233], [2.665, 1.731, -1.440], [1.135, 1.657, -1.331], [1.881, 2.349, -1.366], [5.460, -2.339, -2.052], [5.419, -1.795, -1.207], [-4.357, -4.643, 0.024], [-4.908, -4.073, -1.124], [-4.824, -4.895, -0.760], [-4.520, -0.813, 1.997], [2.084, -0.049, -0.345], [5.439, 1.163, -0.487], [-0.952, -2.916, 5.740], [-3.160, 3.015, -3.356], [6.328, -1.275, -1.116], [-0.283, -5.979, 3.407], [-0.214, -6.206, 2.378], [-0.271, -4.953, 3.151], [-1.265, 3.863, 1.168], [-1.204, 3.630, 0.170], [-2.032, 3.596, 1.429], [0.041, 0.712, -0.542], [-0.431, 0.848, 0.408], [-0.452, -0.010, -0.985], [-0.538, -4.658, 0.629], [0.057, -5.231, 0.100], [0.154, -4.104, 1.108], [-1.061, 5.486, -2.125], [-0.867, 4.668, -1.639], [-1.905, 5.239, -2.520], [2.055, 0.765, 2.875], [2.408, 0.059, 2.328], [2.883, 1.297, 2.953], [-4.326, 1.347, -4.456], [-4.314, 2.095, -3.655], [-3.382, 1.129, -4.637]]}

=====

Entry 6:
{"formula": "C22H26N4O6", "method": "ωB97M-V/def2-TZVPD", "energy_ha": -1523.5931, "homo_ev": -8.17, "homo_lumo_gap_ha": 0.31860, "lumo_ev": 0.50, "species": ["C", "H", "H", "H", "C", "N", "C", "O", "O", "C", "C", "C", "C", "C", "C", "C", "H", "H", "H", "H", "H", "H", "H", "H", "C", "O", "N", "N", "C", "O", "C", "N", "C", "O", "O", "C", "C", "C", "C", "C", "C", "C", "H", "H", "H", "H", "H", "H", "H", "H", "C", "H", "H", "H", "H", "H", "H", "H"], "coordinates": [[1.339, -0.017, 4.427], [1.837, -0.882, 4.995], [0.307, -0.545, 4.337], [1.260, 0.847, 4.962], [1.668, 0.175, 2.941], [1.109, 1.291, 2.210], [0.289, 1.124, 1.240], [0.173, -0.227, 0.520], [-0.496, 1.932, 0.827], [-1.395, 1.874, -0.163], [-0.601, 2.473, -1.506], [-1.510, 3.387, -2.303], [-1.251, 4.069, -3.286], [0.335, 3.716, -3.694], [0.931, 2.783, -3.068], [0.562, 2.382, -1.853], [1.012, 1.653, -1.227], [2.029, 2.715, -3.297], [0.678, 4.069, -4.564], [-1.531, 4.821, -3.809], [-2.593, 3.661, -1.894], [-2.096, 2.459, 0.065], [-1.401, 0.785, -0.400], [1.161, 2.193, 2.685], [1.930, -1.366, 1.985], [1.378, -2.197, 2.530], [2.607, -0.919, 1.104], [2.577, -1.893, -0.110], [2.532, -0.920, -1.249], [2.990, 0.106, -1.241], [1.850, -1.845, -2.458], [0.287, -1.488, -2.392], [-0.365, -2.138, -1.398], [-0.158, -3.033, -0.836], [-1.686, -1.529, -1.404], [-2.413, -2.363, -0.536], [-2.650, -1.840, 0.790], [-3.111, -0.416, 1.318], [-3.167, -0.061, 2.453], [-2.256, -0.626, 3.354], [-1.691, -1.706, 3.266], [-1.542, -2.136, 1.807], [-1.169, -3.090, 1.501], [-1.186, -2.182, 3.841], [-2.367, -0.297, 4.294], [-3.862, 0.779, 2.857], [-3.976, -0.056, 0.554], [-3.676, -2.024, -0.860], [-2.360, -3.456, -0.600], [0.177, -0.453, -2.688], [2.336, -1.326, -3.766], [2.302, -0.238, -3.797], [1.695, -1.848, -4.474], [3.339, -1.499, -3.753], [1.885, -2.778, -2.149], [1.975, -2.444, 0.175], [2.982, -0.087, 0.719], [2.980, 0.632, 3.017]]}

=====

Entry 7:
{"formula": "C6H10", "method": "ωB97M-V/def2-TZVPD", "energy_ha": -234.5520, "homo_ev": -9.28, "smiles": "CC#CCCC", "homo_lumo_gap_ha": 0.38040, "lumo_ev": 1.07, "species": ["C", "C", "C", "C", "C", "C", "H", "H", "H", "H", "H", "H", "H", "H", "H", "H"], "coordinates": [[0.278, -0.120, 1.802], [-0.401, -1.386, 1.276], [-0.939, -1.284, -0.179], [-0.315, -0.207, -0.957], [0.176, 0.758, -1.487], [0.778, 1.963, -2.059], [1.265, 0.010, 1.347], [0.411, -0.171, 2.887], [-0.303, 0.778, 1.570], [-1.243, -1.648, 1.925], [0.304, -2.222, 1.343], [-0.810, -2.244, -0.692], [-2.020, -1.098, -0.159], [0.434, 2.142, -3.083], [0.513, 2.838, -1.456], [1.871, 1.889, -2.079]]}